# 1
DFT (ωB97M-V/def2-TZVPD) results for a 2-piece molecular cluster, C2H4N2O overall.

Properties
HOMO level (alpha / beta) (eV): -11.90 / -8.01
Orbital gap (alpha / beta) (hartree): 0.4312 / 0.2435
ΔE to the lowest compared entry with this formula, charge and spin (kJ/mol): 436.5
Maximum force (eV Å⁻¹): 5.17
Electronic energy (eV): -7161.955
LUMO level (alpha / beta) (Eh): -0.006 / -0.051

```
9
Properties=species:S:1:pos:R:3:nbo_charge:R:1
C -1.90701 -0.29464 -0.26839 0.158
C -0.75444 0.48585 -0.40943 0.067
N -2.74816 -1.03987 -0.10851 -0.290
N 1.80811 -0.46202 0.43377 -0.610
O -0.43237 1.37454 0.46372 -0.605
H -0.02155 0.27560 -1.17699 0.180
H 1.41506 -0.98079 -0.34663 0.298
H 2.25652 -1.08477 1.04177 0.304
H 0.38384 1.72610 0.37070 0.499
```


# 2
DFT (ωB97M-V/def2-TZVPD) results for a 2-piece molecular cluster, C2H4N2O overall.

Properties
HOMO level (eV): -8.44
Orbital gap (hartree): 0.3332
ΔE to the lowest compared entry with this formula, charge and spin (kJ/mol): 331.1
Maximum force (eV Å⁻¹): 2.58
Electronic energy (eV): -7163.048
LUMO level (Eh): 0.023

```
9
Properties=species:S:1:pos:R:3:nbo_charge:R:1
C 1.66902 -0.96419 -0.52312 -0.471
C -1.29225 0.97008 -0.58347 0.292
N 1.63629 0.22297 -0.12679 0.086
N 1.64682 1.32343 0.09502 -0.051
O -0.88927 0.07660 0.11830 -0.504
H 1.28534 -1.67779 0.11624 0.223
H 1.50287 -1.10499 -1.58790 0.219
H -1.25272 1.09566 -1.71323 0.105
H -2.02398 1.72021 -0.22465 0.102
```


# 3
DFT (ωB97M-V/def2-TZVPD) results for a 2-piece molecular cluster, C2H4N2O2 overall.

Properties
HOMO level (alpha / beta) (eV): -10.29 / -10.29
Orbital gap (alpha / beta) (hartree): 0.3222 / 0.3222
ΔE to the lowest compared entry with this formula, charge and spin (kJ/mol): 749.8
Maximum force (eV Å⁻¹): 4.21
Electronic energy (eV): -9207.451
LUMO level (alpha / beta) (Eh): -0.056 / -0.056

```
10
Properties=species:S:1:pos:R:3:nbo_charge:R:1
C -0.22265 -0.29370 0.47337 0.042
C 0.89509 0.42314 -0.14321 -0.201
N -1.25356 0.33419 0.80346 -0.607
N 2.22674 -0.05042 0.07838 0.471
O 2.99842 0.89281 0.24339 -0.366
O 2.54486 -1.23483 0.10029 -0.363
H -0.28616 -1.39489 0.73891 0.194
H 0.63637 -0.03344 -1.84692 0.193
H 0.91269 1.51431 0.00218 0.272
H -2.11894 -0.11540 1.07035 0.364
```


# 4
DFT (ωB97M-V/def2-TZVPD) results for the molecule C2H4N2O2.

Properties
Structure (SMILES): [H]/N=C\NOC=O
HOMO level (eV): -10.19
Orbital gap (hartree): 0.4046
ΔE to the lowest compared entry with this formula, charge and spin (kJ/mol): 471.6
Maximum force (eV Å⁻¹): 4.62
Electronic energy (eV): -9210.335
LUMO level (Eh): 0.030

```
10
Properties=species:S:1:pos:R:3:nbo_charge:R:1
H 0.37547 -0.79896 -2.23461 0.357
N -0.40456 0.07219 -1.98871 -0.624
C -0.91239 0.24375 -0.85805 0.206
N -0.92364 -0.59105 0.37696 -0.334
O 0.45752 -1.00165 0.64160 -0.363
C 1.16028 0.02665 1.25722 0.637
O 0.95876 1.16907 1.64496 -0.553
H -1.79265 0.95202 -0.95748 0.183
H -1.21821 0.18320 1.03655 0.370
H 2.29940 -0.25521 1.08156 0.120
```


# 5
DFT (ωB97M-V/def2-TZVPD) results for a 2-piece molecular cluster, C2H4N2O2 overall.

Properties
Structure (SMILES): O=C=O.C=NN
HOMO level (eV): -9.20
Orbital gap (hartree): 0.3657
ΔE to the lowest compared entry with this formula, charge and spin (kJ/mol): 174.0
Maximum force (eV Å⁻¹): 1.69
Electronic energy (eV): -9213.419
LUMO level (Eh): 0.028

```
10
Properties=species:S:1:pos:R:3:nbo_charge:R:1
O -1.25854 0.36310 -1.83928 -0.532
C -0.62068 1.30299 -1.68624 1.037
O -0.01698 2.26701 -1.57135 -0.511
C 1.30482 -0.35168 0.42105 -0.186
N 0.16097 0.12132 0.67095 -0.229
N -0.79653 -0.64683 1.20646 -0.625
H 1.57174 -1.40082 0.55652 0.144
H 2.05918 0.32906 0.07631 0.188
H -0.67509 -1.65676 1.17004 0.340
H -1.72888 -0.32740 0.99554 0.374
```


# 6
DFT (ωB97M-V/def2-TZVPD) results for the molecule C2H4N2O2.

Properties
Structure (SMILES): [H]/N=C1/NOCO1
HOMO level (eV): -9.88
Orbital gap (hartree): 0.3878
ΔE to the lowest compared entry with this formula, charge and spin (kJ/mol): 559.4
Maximum force (eV Å⁻¹): 6.42
Electronic energy (eV): -9209.425
LUMO level (Eh): 0.025

```
10
Properties=species:S:1:pos:R:3:nbo_charge:R:1
H -0.34468 2.09498 1.18811 0.348
N 0.53021 1.99049 0.40589 -0.658
C 0.24023 0.80751 0.10555 0.592
N 1.05315 -0.14812 -0.84167 -0.320
O -0.07600 -0.91715 -1.10217 -0.407
C -0.56246 -1.20750 0.24645 0.162
O -0.54417 0.14111 0.90033 -0.514
H 1.00584 0.58409 -1.74809 0.375
H -1.60985 -1.74483 0.03401 0.228
H 0.30774 -1.60058 0.81158 0.193
```


# 7
DFT (ωB97M-V/def2-TZVPD) results for the molecule C2H4N2O2.

Properties
Structure (SMILES): N/N=C\OC=O
HOMO level (eV): -10.04
Orbital gap (hartree): 0.3975
ΔE to the lowest compared entry with this formula, charge and spin (kJ/mol): 546.8
Maximum force (eV Å⁻¹): 8.36
Electronic energy (eV): -9209.556
LUMO level (Eh): 0.028

```
10
Properties=species:S:1:pos:R:3:nbo_charge:R:1
N 0.30895 1.35899 0.47525 -0.724
N -0.33428 0.18955 1.29551 -0.300
C 0.25111 -0.80636 0.91659 0.325
O 0.95534 -0.84354 -0.21355 -0.513
C 0.12216 -0.62828 -1.34218 0.674
O -0.92170 -0.09412 -1.42804 -0.531
H -0.04757 2.25094 1.19404 0.357
H -0.75167 1.41233 -0.21998 0.381
H -0.28716 -1.74052 1.53969 0.193
H 0.70483 -1.09900 -2.21733 0.138
```


# 8
DFT (ωB97M-V/def2-TZVPD) results for C2H4N2O2 as an isolated structure.

Properties
HOMO level (eV): -10.24
Orbital gap (hartree): 0.3969
ΔE to the lowest compared entry with this formula, charge and spin (kJ/mol): 719.0
Maximum force (eV Å⁻¹): 4.76
Electronic energy (eV): -9207.770
LUMO level (Eh): 0.021

```
10
Properties=species:S:1:pos:R:3:nbo_charge:R:1
C -0.96387 -1.10538 1.31449 -0.458
C 0.04566 -0.84519 0.49544 0.081
N -0.03249 0.88931 -0.28955 -0.533
N 0.86434 1.08980 -1.32569 0.623
O 1.66944 0.20631 -1.53882 -0.410
O 0.80170 2.19870 -1.87354 -0.417
H -0.94636 -2.19010 1.59783 0.243
H -1.76280 -0.45421 1.36108 0.228
H 0.78279 -1.46525 0.03755 0.232
H -0.45842 1.67601 0.22123 0.410
```